Computed, not measured: a molecular structure, C36H36N11O3OsP2S, with ωB97M-V with the def2-TZVPD basis set.

Calculated values
Calculated total energy (eV): -92325.3419
Charge: +1
Molecular weight (g mol⁻¹): 955.00
HOMO level (eV): -10.86
Energy relative to the best compared isomer or geometry (same formula, charge and spin) (kcal per mole): 0.00
Frontier orbital gap (eV): 7.3

Last column: Mulliken charge in e.
CARTESIAN COORDINATES (ANGSTROEM)
1 Os 0.505 -1.182 -0.232  2.79
2 S 3.017 -8.148 0.390  -0.30
3 P -2.050 1.314 -0.434  0.46
4 P 0.792 2.154 -0.646  0.60
5 O 1.118 0.710 -0.952  -1.10
6 O 2.351 -1.029 0.053  -0.15
7 O -1.363 0.021 -0.050  -0.35
8 N -1.724 -2.059 3.119  -0.57
9 N 2.077 -7.829 -2.053  -0.34
10 N -1.105 -2.587 -2.332  -0.64
11 N -2.842 -3.408 -1.315  -0.39
12 N -1.020 -2.245 -1.026  1.57
13 N -0.613 -1.490 3.623  -0.88
14 N 0.237 -1.222 2.702  -0.25
15 N -2.180 -3.263 -2.485  -0.77
16 N 1.133 -3.257 -0.288  0.39
17 N -2.375 -2.665 0.904  0.22
18 N -0.299 -1.633 1.527  0.39
19 C -3.570 3.226 3.417  -0.67
20 C 4.133 -2.564 0.735  -1.42
21 C -3.288 3.329 1.034  -0.56
22 C 2.882 3.860 -3.630  -0.81
23 C -2.462 1.427 2.272  -0.08
24 C -1.509 -2.129 1.821  0.23
25 C 1.443 -5.445 0.580  -0.82
26 C -2.642 2.094 1.064  0.86
27 C 3.486 5.036 -1.615  -0.78
28 C 4.163 -0.123 1.230  -1.49
29 C -3.957 2.186 -2.248  -0.77
30 C -4.883 -0.386 -2.770  -0.58
31 C 1.056 1.827 3.378  -1.40
32 C -5.452 0.705 -3.407  -0.62
33 C 0.580 3.054 3.811  -0.86
34 C -3.850 -0.194 -1.864  -0.43
35 C -0.896 2.459 -1.250  -1.11
36 C 1.886 -5.900 -0.656  0.91
37 C 1.153 1.565 2.019  -1.03
38 C -3.749 3.893 2.211  -0.76
39 C 3.282 -1.358 1.099  1.01
40 C 1.953 -4.984 -1.699  -0.77
41 C 2.023 3.054 -2.905  -0.60
42 C -2.095 -2.779 -0.434  -0.31
43 C -4.989 1.991 -3.147  -0.68
44 C 1.888 3.245 -1.528  0.69
45 C 2.626 4.232 -0.881  -0.40
46 C -2.928 1.998 3.448  -0.59
47 C 0.767 2.532 1.098  0.63
48 C -3.386 1.088 -1.598  0.72
49 C 2.302 -7.324 -0.830  -0.15
50 C 0.188 4.023 2.892  -0.76
51 C 1.569 -3.677 -1.477  -0.40
52 C 1.072 -4.127 0.730  -0.40
53 C 0.276 3.765 1.536  -0.15
54 C 3.610 4.852 -2.984  -0.50
55 H 0.501 3.258 4.871  0.43
56 H -1.215 3.493 -1.115  0.62
57 H -3.938 3.666 4.334  0.43
58 H 2.720 -1.531 2.022  0.08
59 H 4.647 -2.391 -0.212  0.34
60 H 4.910 -0.280 2.010  0.45
61 H 2.331 -8.789 -2.226  0.23
62 H -3.410 -1.042 -1.365  0.45
63 H 1.596 -2.942 -2.270  0.43
64 H -2.788 1.473 4.384  0.52
65 H 2.988 3.714 -4.696  0.44
66 H -0.044 4.520 0.826  0.48
67 H 1.400 -6.122 1.421  0.44
68 H 4.283 5.480 -3.552  0.40
69 H 4.889 -2.709 1.508  0.47
70 H 3.567 -3.487 0.668  0.22
71 H 1.492 -7.362 -2.726  0.22
72 H 1.333 1.060 4.089  0.47
73 H -5.431 2.839 -3.651  0.43
74 H 2.540 4.370 0.189  0.37
75 H -6.257 0.559 -4.114  0.41
76 H 1.498 0.592 1.686  1.58
77 H 4.062 5.803 -1.115  0.43
78 H -4.254 4.850 2.188  0.44
79 H 0.732 -3.747 1.679  0.36
80 H 4.678 0.061 0.287  0.38
81 H 2.324 -5.254 -2.678  0.48
82 H -3.594 3.193 -2.073  0.23
83 H -3.443 3.858 0.100  0.23
84 H -5.229 -1.390 -2.973  0.49
85 H -3.232 -3.069 1.248  0.31
86 H -0.195 4.975 3.235  0.49
87 H -0.895 2.221 -2.317  0.66
88 H 1.471 2.267 -3.406  0.40
89 H 3.581 0.760 1.489  0.27
90 H -1.956 0.468 2.298  0.10

Computed, not measured: a molecular structure, C36H36N5O7RhS, with ωB97M-V with the def2-TZVPD basis set.

Calculated values
Calculated total energy (eV): -73532.4401
Spin multiplicity: 5
Charge: 0
Molecular weight (g mol⁻¹): 785.69
HOMO level (spin up / spin down) (eV): -5.99 / -7.32
Energy relative to the best compared isomer or geometry (same formula, charge and spin) (kcal per mole): 146.24
Frontier orbital gap (spin up / spin down) (eV): 6.4 / 6.9

Last column: Mulliken charge in e.
CARTESIAN COORDINATES (ANGSTROEM)
1 Rh 1.113 0.374 -0.216  -0.31
2 S 3.549 -1.718 0.014  0.73
3 O -1.830 -3.670 -1.615  -0.40
4 O 1.098 2.799 1.401  -0.43
5 O 2.374 -3.686 0.001  -0.51
6 O -2.269 1.311 1.273  -0.17
7 O -5.157 1.531 -0.722  -0.13
8 O 4.464 -1.888 -1.127  -0.71
9 O -0.328 3.196 -1.167  -0.13
10 N -0.700 0.932 -0.900  -0.74
11 N 2.699 1.633 -0.996  -0.01
12 N -2.854 0.786 -1.791  0.02
13 N 3.145 -0.137 0.303  -0.03
14 N -1.550 -1.121 -1.420  0.18
15 C -0.770 2.213 -0.214  3.80
16 C 5.020 1.102 -0.802  -0.53
17 C -6.368 2.064 -0.217  -1.17
18 C 1.149 -3.643 0.717  0.63
19 C 5.187 -1.754 3.737  -0.88
20 C 0.230 -1.335 0.300  0.69
21 C -6.392 -1.173 -2.894  -0.73
22 C -4.021 -0.907 -3.126  -0.01
23 C 0.924 -2.211 1.107  -2.12
24 C 5.317 2.201 -1.580  -0.48
25 C 6.055 -3.623 2.518  -0.63
26 C -1.685 0.220 -1.350  0.24
27 C 0.933 4.198 1.141  -0.47
28 C -5.243 0.497 -1.604  0.23
29 C 0.015 -4.159 -0.132  -1.51
30 C -2.848 4.714 -0.122  -0.89
31 C -1.994 5.004 -1.204  -0.34
32 C -3.303 1.278 2.237  -1.00
33 C 3.679 0.856 -0.508  0.40
34 C 6.819 -3.289 4.892  -1.47
35 C -4.024 0.095 -2.169  0.52
36 C 2.993 2.701 -1.737  -0.24
37 C 4.515 -2.124 1.470  0.40
38 C 4.296 3.027 -2.052  -0.96
39 C 6.002 -2.878 3.697  1.04
40 C -0.811 -3.311 -0.763  1.03
41 C -6.421 -0.134 -1.968  -0.65
42 C -2.056 2.443 0.560  -0.62
43 C -2.185 -5.039 -1.634  -1.02
44 C -5.199 -1.558 -3.474  -0.96
45 C -0.670 -1.881 -0.621  0.08
46 C 0.381 1.876 0.758  -1.18
47 C 4.441 -1.370 2.628  -0.29
48 C -2.865 3.536 0.645  -0.15
49 C -0.934 4.294 -1.656  -0.67
50 C 5.315 -3.258 1.409  -0.85
51 H 3.817 -0.486 2.654  0.42
52 H -3.166 2.062 2.987  0.38
53 H -1.407 -5.639 -2.114  0.34
54 H -4.282 1.383 1.765  0.23
55 H -2.348 -5.411 -0.619  0.43
56 H 1.390 4.468 0.190  0.16
57 H 6.611 -4.323 5.171  0.35
58 H 7.887 -3.218 4.678  0.32
59 H 6.687 -4.503 2.473  0.36
60 H -2.992 1.749 -1.516  0.09
61 H 4.510 3.895 -2.659  0.41
62 H 1.563 -1.824 1.894  0.74
63 H -3.227 0.305 2.713  0.23
64 H -0.380 4.649 -2.516  0.44
65 H -7.363 0.168 -1.532  0.43
66 H -3.096 -1.161 -3.629  0.63
67 H -5.177 -2.346 -4.214  0.42
68 H 2.149 3.280 -2.090  0.48
69 H -2.271 -1.662 -1.870  0.31
70 H 5.348 -3.835 0.494  0.44
71 H -7.013 2.415 -1.025  0.48
72 H -3.104 -5.115 -2.209  0.25
73 H -2.195 5.905 -1.769  0.34
74 H -0.062 -5.229 -0.268  0.44
75 H 1.446 4.709 1.952  0.30
76 H -3.659 3.478 1.379  0.50
77 H 5.136 -1.163 4.644  0.30
78 H -0.119 4.485 1.139  0.17
79 H 1.258 -4.270 1.613  0.38
80 H 6.606 -2.656 5.753  0.34
81 H -3.606 5.449 0.113  0.39
82 H 6.348 2.425 -1.822  0.39
83 H 5.784 0.438 -0.425  0.49
84 H -6.905 1.327 0.385  0.44
85 H -6.087 2.906 0.410  0.24
86 H -7.316 -1.666 -3.165  0.39

Computed, not measured: a molecular structure, C36H37As2NO5PtS, with ωB97M-V with the def2-TZVPD basis set.

Calculated values
Calculated total energy (eV): -185416.3177
Charge: 0
Molecular weight (g mol⁻¹): 940.68
HOMO level (eV): -8.08
Energy relative to the best compared isomer or geometry (same formula, charge and spin) (kcal per mole): 72.62
Frontier orbital gap (eV): 7.9

Last column: Mulliken charge in e.
CARTESIAN COORDINATES (ANGSTROEM)
1 Pt -0.135 0.041 0.074  2.62
2 As -2.024 1.394 -0.119  -0.57
3 As 1.059 2.089 0.277  1.08
4 S 2.291 -2.609 0.047  1.79
5 O 3.164 -2.059 -0.964  -0.74
6 O 0.854 -2.310 -0.196  -0.68
7 O -0.768 -0.618 2.663  -0.53
8 O 1.734 0.410 0.120  -0.82
9 O 2.661 -2.372 1.430  -0.77
10 N -2.009 -2.252 3.589  -0.43
11 C -2.301 3.501 -3.803  -0.83
12 C -4.612 0.031 0.629  -0.33
13 C -1.946 1.944 -1.992  1.10
14 C 1.337 3.406 2.908  -0.40
15 C -1.516 -2.380 1.199  -1.01
16 C 1.778 3.503 4.220  -0.79
17 C -6.100 2.267 -0.059  -1.05
18 C -2.413 3.172 -2.461  -0.19
19 C -0.286 3.557 0.176  -1.55
20 C 3.720 2.845 -0.483  -0.44
21 C 1.652 2.293 2.130  0.51
22 C -6.746 1.130 0.402  -0.48
23 C -1.368 1.054 -2.893  -0.31
24 C 2.391 -7.152 -0.516  0.99
25 C 3.079 3.357 -3.146  -0.74
26 C 2.003 -5.216 0.881  -0.46
27 C 2.093 2.934 -2.265  -0.01
28 C 4.699 3.272 -1.369  -0.76
29 C 4.380 3.528 -2.695  -0.46
30 C -4.721 2.280 -0.179  -0.39
31 C -5.996 0.020 0.752  -0.93
32 C 2.443 -8.644 -0.700  -1.39
33 C 2.413 1.271 2.693  -0.40
34 C -1.403 -1.654 2.532  0.65
35 C -1.613 -1.437 -0.007  -1.96
36 C -3.955 1.157 0.140  1.31
37 C 2.543 2.485 4.772  -0.48
38 C 2.022 -6.592 0.704  -0.82
39 C 2.418 2.679 -0.937  0.15
40 C -1.592 3.078 0.792  -0.62
41 C 2.722 -4.921 -1.391  -0.48
42 C 2.740 -6.297 -1.558  -0.67
43 C 2.856 1.374 4.004  -0.79
44 C 2.346 -4.381 -0.170  -0.45
45 C -1.729 2.603 -4.696  -0.55
46 C -1.266 1.380 -4.240  -0.82
47 H 3.005 -4.252 -2.193  0.47
48 H -4.252 3.186 -0.532  0.05
49 H 3.969 2.627 0.548  0.42
50 H 1.966 -8.944 -1.635  0.35
51 H 0.747 4.226 2.523  0.23
52 H -0.809 0.676 -4.924  0.44
53 H -2.430 3.767 0.672  0.60
54 H 5.716 3.396 -1.022  0.38
55 H 3.038 -6.717 -2.513  0.36
56 H -0.979 0.107 -2.539  0.13
57 H -0.610 -2.979 1.120  0.29
58 H 5.150 3.856 -3.381  0.37
59 H 2.628 0.384 2.108  0.47
60 H -0.430 3.828 -0.869  0.67
61 H -7.824 1.114 0.499  0.38
62 H 3.441 0.565 4.421  0.46
63 H 0.162 4.415 0.672  0.75
64 H -4.083 -0.857 0.940  0.41
65 H 2.888 2.557 5.795  0.38
66 H -2.615 -1.039 0.031  0.86
67 H -1.640 2.863 -5.742  0.40
68 H 3.475 -8.998 -0.734  0.29
69 H -6.482 -0.869 1.131  0.42
70 H 1.521 4.376 4.807  0.40
71 H -2.470 -3.139 3.498  0.19
72 H 1.942 -9.161 0.118  0.35
73 H -1.857 -1.865 4.505  0.25
74 H -1.481 2.870 1.859  0.51
75 H -1.460 -1.924 -0.963  0.65
76 H 1.078 2.789 -2.621  0.07
77 H 1.743 -4.780 1.838  0.44
78 H 2.832 3.547 -4.183  0.41
79 H 1.759 -7.245 1.530  0.29
80 H -6.666 3.151 -0.324  0.41
81 H -2.379 -3.057 1.200  0.62
82 H -2.834 3.905 -1.786  0.32
83 H -2.653 4.463 -4.149  0.41

no.,largest force on an atom (Eh/bohr)
1,0.016
2,0.012
3,0.075